Below is 2 unconnected molecules or ions with the total composition C4H9N2O at a distorted geometry, with properties calculated with ωB97M-V/def2-TZVPD.

Atoms and positions in Å:
C: 2.302165 0.607781 -0.875896
C: 1.290438 -0.438793 -0.483874
C: -3.070715 -0.553091 -0.086562
C: -2.138617 0.487515 0.243295
N: -1.296855 1.304872 0.285799
N: 1.562786 0.687161 0.463472
O: -0.453561 2.196424 0.374758
H: 3.340010 0.313813 -0.849904
H: 2.138104 1.496483 -1.458057
H: 1.521385 -1.457789 -0.080362
H: -3.088815 -0.502283 -1.191461
H: -4.073635 -0.441280 0.342384
H: -2.508317 -1.403934 0.195570
H: 0.388528 -0.324478 -1.102025
H: 2.017058 0.296698 1.327615
H: 0.661830 1.483780 0.331131

Force components x, y, z for each atom (eV/Å):
0.555 -1.336 2.082
-0.133 0.645 -1.053
-0.127 0.741 -1.245
2.948 3.926 0.460
-4.223 -3.390 -0.099
-0.138 -0.704 -1.027
1.031 0.732 -0.203
0.120 0.093 0.338
-0.636 -0.217 -0.474
0.127 1.178 -0.842
-0.477 -0.364 0.410
0.497 -0.144 0.035
-0.240 -1.568 0.366
0.075 -0.384 0.855
-0.549 1.227 -1.094
1.170 -0.438 1.490

Properties
**E_HOMO**: -14.60 eV
**Frontier orbital gap**: 11.68 eV
**Charge**: +1
**Calculated total energy**: -9310.725 eV
**Energy above the lowest of the compared OMol25 structures with the same formula, charge and spin**: 510.5 kJ/mol

=====

Below is 10 unconnected molecules or ions with the total composition H20O10 at a distorted geometry, with properties calculated with ωB97M-V/def2-TZVPD.

Atoms and positions in Å:
O: 2.424233 0.551367 -0.599967
H: 2.305233 1.489367 -0.481967
H: 2.237233 0.229367 0.275033
O: 1.804233 -0.159633 1.903033
H: 1.154233 -0.766633 1.546033
H: 1.404233 0.159367 2.692033
O: -3.384767 0.536367 0.481033
H: -3.196767 1.259367 -0.122967
H: -2.569767 0.011367 0.436033
O: 0.506233 -1.880633 -1.313967
H: 1.040233 -2.255633 -2.050967
H: 0.004233 -1.179633 -1.764967
O: 0.565233 1.378367 -2.309967
H: -0.089767 1.501367 -1.662967
H: 1.352233 1.071367 -1.914967
O: -0.085767 1.951367 0.393033
H: -0.689767 2.686367 0.704033
H: 0.548233 1.839367 1.065033
O: -1.259767 0.713367 3.389033
H: -2.020767 1.286367 3.409033
H: -1.435767 0.116367 2.670033
O: 2.637233 -2.801633 -0.097967
H: 3.014233 -3.108633 -0.913967
H: 1.797233 -2.375633 -0.387967
O: -0.749767 -0.601633 0.706033
H: -0.634767 0.359367 0.633033
H: -0.551767 -1.095633 -0.114967
O: -1.685767 -0.423633 -2.155967
H: -2.432767 -0.975633 -2.220967
H: -2.006767 0.484367 -2.187967

Force components x, y, z for each atom (eV/Å):
0.500 0.222 -0.955
0.268 0.690 0.018
0.115 -0.584 0.901
0.684 -0.061 -0.586
-0.501 -0.432 -0.080
-0.479 0.429 1.209
0.135 0.136 -0.101
-0.237 0.169 0.006
0.005 -0.326 0.165
0.173 -0.403 -1.686
-0.624 0.277 0.711
0.008 0.221 -0.192
-0.746 0.647 -3.196
-0.603 0.204 1.533
1.137 -0.900 1.074
-2.584 1.925 -0.771
1.102 -1.222 -0.401
1.450 -0.224 1.566
0.631 0.299 0.349
-0.426 0.273 0.095
-0.139 -0.660 -0.545
-0.758 0.337 0.343
0.501 -0.253 -0.416
0.882 -0.278 0.611
-0.553 -0.934 0.559
0.363 -0.148 -0.774
-0.102 0.741 0.769
1.277 1.093 0.086
-1.542 -1.036 -0.069
0.064 -0.203 -0.223

Properties
**E_HOMO**: -10.76 eV
**SMILES**: O.O.O.O.O.O.O.O.O.O
**Frontier orbital gap**: 10.49 eV
**Charge**: 0
**Calculated total energy**: -20799.695 eV
**Energy above the lowest of the compared OMol25 structures with the same formula, charge and spin**: 281.5 kJ/mol

=====

Below is C2H4N2 in the gas phase at a distorted geometry, with properties calculated with ωB97M-V/def2-TZVPD.

Atoms and positions in Å:
C: -0.865912 0.461903 0.146110
C: 0.193909 -0.234102 -0.310302
N: 1.111631 0.282276 1.789512
N: 1.320610 -0.162435 0.653885
H: -1.833153 0.587399 -0.340311
H: 0.108794 -0.990256 -1.156298
H: -0.614235 0.998304 0.987520
H: 2.227808 -0.611694 0.455873

Force components x, y, z for each atom (eV/Å):
0.547 -1.204 -3.118
-2.303 -0.471 -0.260
1.482 -0.577 -1.184
-0.569 0.026 2.016
0.416 -0.407 0.035
0.846 1.207 1.172
-0.164 1.301 1.887
-0.254 0.126 -0.548

Properties
**E_HOMO**: -8.20 eV
**Frontier orbital gap**: 8.60 eV
**Charge**: 0
**Calculated total energy**: -5115.139 eV
**Energy above the lowest of the compared OMol25 structures with the same formula, charge and spin**: 368.7 kJ/mol

=====

Look up the calculated total energy of the second one. -20799.695 eV